[1]
13
Properties=species:S:1:pos:R:3:forces:R:3 method="wB97M-V/def2-TZVPD" charge=-2
C 0.060916 -0.545759 0.193076 -3.586 -1.573 -1.073
C 1.028963 0.219309 -0.088180 2.896 2.215 -2.362
C -1.807391 -0.049944 1.862878 -2.367 0.023 1.570
C -1.324429 -0.706873 -0.479191 0.554 -0.591 1.932
O 2.347407 0.198816 0.389245 0.469 0.624 -0.270
O 2.898184 0.605422 -2.173902 0.390 -1.336 -1.980
O -2.770554 -0.009444 2.648657 1.527 -0.016 -1.550
O 2.545738 2.642212 -0.730390 -1.176 -1.458 -0.102
O -2.333807 -0.376810 0.446529 -0.391 0.074 0.520
P 2.213056 1.183363 -1.027869 0.484 1.814 3.400
H 0.120317 -1.178617 1.034276 0.473 -0.668 0.814
H -1.544372 -0.184261 -1.389055 0.553 0.565 -0.703
H -1.434030 -1.797415 -0.686074 0.176 0.326 -0.197

=====

[2]
8
Properties=species:S:1:pos:R:3:forces:R:3 method="wB97M-V/def2-TZVPD" smiles=C#C.C#C
C -3.387701 0.656431 0.023002 -0.524 -5.086 -1.131
C -3.541594 -0.617891 -0.039147 1.064 9.575 0.415
C 2.737694 -0.054936 -0.135360 6.564 0.428 1.243
C 4.002333 0.068420 -0.015298 -5.998 -0.911 0.023
H -3.229727 1.765751 -0.175312 -0.539 -2.218 0.618
H -3.324960 -1.611778 -0.016800 0.006 -2.273 0.097
H 1.694112 -0.252531 0.053606 0.359 0.261 -0.547
H 5.049844 0.046532 0.305312 -0.932 0.223 -0.719

=====

Calculated LUMO, 6.63 0.94 eV (same order as the records).
Calculated Kohn-Sham gap, 6.3 11.4 eV (same order as the records).
Calculated relative energy (zero: lowest compared OMol25 entry of this formula, charge and spin), 270.99 292.93 kJ/mol (same order as the records).